Record 1
{"formula": "C25H47IrN4OS4", "method": "the ωB97M-V functional and the def2-TZVPD basis", "species": ["Ir", "C", "C", "C", "C", "C", "C", "C", "C", "C", "C", "C", "C", "C", "C", "C", "C", "C", "H", "H", "H", "H", "H", "H", "H", "H", "H", "H", "H", "H", "H", "H", "H", "H", "H", "H", "H", "H", "H", "H", "H", "H", "H", "H", "H", "H", "H", "N", "N", "C", "N", "S", "H", "H", "H", "H", "H", "S", "C", "N", "C", "C", "S", "H", "H", "H", "H", "H", "O", "S", "C", "C", "C", "C", "H", "H", "H", "H", "H", "H", "H", "H"], "positions_angstrom": [[1.02102, 0.33347, -1.04875], [-0.57019, 1.77675, -0.37474], [0.24090, 1.82560, 0.75323], [-0.57410, 1.01601, 1.86202], [-1.78289, 0.69034, 1.29121], [-1.86602, 1.16334, -0.01276], [-3.09347, 1.24983, -0.82923], [-4.20590, 0.33409, -0.31772], [-3.52565, 2.73993, -0.63655], [-2.82925, 1.00020, -2.32056], [-0.32622, 0.66071, 3.31251], [1.09350, 0.75887, 3.89457], [-1.24976, 1.62242, 4.12848], [-0.86720, -0.76924, 3.58008], [1.27101, 2.93619, 0.97947], [2.71301, 2.41708, 1.06818], [1.21197, 3.92523, -0.19941], [0.91590, 3.73659, 2.24308], [-0.57007, 2.58595, -1.08855], [-2.57369, 0.15651, 1.78688], [-4.48665, 0.56424, 0.70976], [-3.91590, -0.71664, -0.37903], [-5.09478, 0.47243, -0.93160], [-3.66147, 2.99161, 0.41522], [-4.48706, 2.85965, -1.13750], [-2.81935, 3.43768, -1.08617], [-2.33068, 0.04222, -2.47422], [-2.25872, 1.81943, -2.76803], [-3.78342, 0.97791, -2.84618], [1.29357, 1.73324, 4.32807], [1.87745, 0.51518, 3.18701], [1.16935, 0.05061, 4.71931], [-0.95243, 2.66253, 4.01868], [-1.14670, 1.35342, 5.18003], [-2.29686, 1.51710, 3.84870], [-0.31105, -1.51710, 3.01642], [-1.92498, -0.87469, 3.35400], [-0.75033, -0.97034, 4.64368], [2.98235, 1.83720, 0.18067], [2.88048, 1.79869, 1.94711], [3.38647, 3.27289, 1.12653], [1.56993, 3.47209, -1.13104], [1.87527, 4.76199, 0.01122], [0.21200, 4.33330, -0.35256], [1.21479, 3.23282, 3.15175], [-0.14646, 3.98267, 2.29085], [1.45399, 4.68346, 2.21053], [0.50429, 1.22012, -2.91856], [1.50467, 1.14709, -3.91310], [2.59664, 0.39318, -3.72307], [3.49718, 0.33720, -4.68473], [2.80841, -0.51815, -2.29018], [-0.33495, 0.73236, -3.23970], [0.27117, 2.20360, -2.80578], [1.32571, 1.63544, -4.78037], [3.41987, 0.85869, -5.54587], [4.33339, -0.21203, -4.55319], [1.47050, -0.90707, 0.89567], [2.66509, -2.14096, 0.88681], [2.53228, -3.10215, 1.78243], [3.68477, -3.97661, 2.03038], [4.59185, -3.83117, 0.80836], [4.13758, -2.24903, 0.01622], [1.74338, -3.09185, 2.41503], [3.33980, -5.00260, 2.13960], [4.17951, -3.67066, 2.95243], [4.45663, -4.63312, 0.08736], [5.64114, -3.77226, 1.08484], [-0.61891, -1.19282, -1.49760], [-0.23428, -2.67629, -1.69699], [-0.93274, -3.17644, -3.30137], [-2.29888, -3.79936, -3.03273], [-2.14511, -4.56743, -1.72360], [-1.48866, -3.59386, -0.75154], [-0.22975, -3.89349, -3.72818], [-0.93958, -2.28197, -3.92378], [-2.59658, -4.44391, -3.85788], [-3.05692, -3.02005, -2.92998], [-1.51210, -5.44472, -1.87156], [-3.09636, -4.91774, -1.32584], [-1.02032, -4.05149, 0.11730], [-2.18041, -2.81389, -0.42552]], "forces_ev_per_a": [[0.07, 0.56, 0.49], [-0.17, -0.18, -0.05], [0.13, -0.27, 0.03], [0.31, -0.21, 0.13], [0.01, -0.01, 0.09], [-0.14, -0.02, -0.02], [0.08, -0.07, -0.04], [0.01, -0.02, -0.01], [-0.06, 0.02, 0.05], [-0.07, 0.09, -0.03], [-0.13, 0.09, 0.01], [-0.06, -0.01, -0.02], [0.02, 0.03, 0.01], [0.03, 0.06, 0.01], [0.01, 0.10, -0.25], [-0.02, 0.01, 0.14], [0.10, -0.09, -0.07], [-0.10, 0.08, -0.07], [-0.02, -0.06, -0.03], [0.00, -0.01, -0.01], [0.00, 0.00, 0.00], [0.01, 0.00, 0.01], [0.00, 0.00, 0.00], [-0.01, -0.01, 0.00], [0.01, 0.00, -0.02], [0.01, 0.00, 0.02], [-0.02, 0.03, 0.00], [0.06, -0.04, 0.02], [0.00, 0.02, 0.00], [0.04, 0.07, -0.04], [0.03, -0.05, -0.09], [0.01, 0.01, -0.01], [-0.01, 0.02, -0.01], [0.01, 0.00, 0.00], [0.00, -0.01, -0.01], [0.00, 0.00, 0.00], [-0.01, -0.02, 0.00], [0.01, -0.02, -0.01], [0.00, 0.03, -0.02], [0.00, -0.02, -0.02], [0.00, -0.01, 0.03], [-0.04, -0.03, -0.01], [0.03, -0.02, -0.02], [0.03, 0.08, 0.05], [-0.04, -0.08, 0.08], [-0.02, 0.00, -0.01], [0.03, -0.01, 0.02], [0.19, 0.07, -0.11], [0.00, 0.02, -0.04], [-0.09, 0.03, -0.05], [0.03, 0.00, 0.01], [-0.13, -0.13, -0.01], [-0.01, -0.02, 0.01], [0.01, 0.03, 0.00], [0.02, -0.02, -0.02], [0.00, -0.01, -0.01], [0.00, 0.00, 0.00], [-0.10, -0.11, -0.11], [0.00, -0.05, 0.23], [0.04, 0.08, -0.04], [-0.04, -0.03, -0.03], [0.03, 0.00, 0.00], [-0.02, 0.09, -0.01], [-0.01, -0.05, -0.01], [0.03, 0.00, 0.05], [0.01, 0.04, -0.02], [-0.03, 0.02, -0.02], [0.00, -0.04, -0.01], [-0.14, 0.16, -0.22], [0.03, -0.13, 0.10], [0.01, 0.05, 0.02], [-0.01, 0.02, 0.00], [0.02, -0.02, -0.01], [0.02, 0.03, -0.02], [0.00, -0.02, 0.03], [0.00, -0.02, -0.03], [0.00, 0.00, 0.00], [0.00, 0.00, 0.01], [-0.01, -0.01, 0.01], [-0.01, 0.01, -0.01], [0.01, -0.01, -0.01], [0.00, -0.01, 0.02]], "orbital_gap_ha": [0.2271, 0.2347], "e_lumo_ev": [-10.39, -10.38], "e_tot_ha": -2971.189129, "multiplicity": 2, "total_charge": 3, "e_above_lowest_kcal_mol": 34.0}

---

Record 2
{"formula": "C25H48Cl2O18", "method": "the ωB97M-V functional and the def2-TZVPD basis", "species": ["C", "C", "O", "C", "O", "O", "C", "H", "H", "H", "H", "H", "H", "H", "H", "C", "C", "O", "C", "O", "O", "C", "H", "H", "H", "H", "H", "H", "H", "H", "C", "C", "O", "C", "O", "O", "C", "H", "H", "H", "H", "H", "H", "H", "H", "C", "C", "O", "C", "O", "O", "C", "H", "H", "H", "H", "H", "H", "H", "H", "C", "C", "O", "C", "O", "O", "C", "H", "H", "H", "H", "H", "H", "H", "H", "O", "C", "O", "C", "C", "O", "H", "H", "H", "H", "Cl", "C", "C", "Cl", "H", "H", "H", "H"], "positions_angstrom": [[0.59058, -10.43873, 3.37489], [-0.22362, -10.66157, 2.09817], [-0.88365, -9.48787, 1.72114], [-1.91083, -9.59849, 0.75497], [-2.17374, -10.65892, 0.15287], [-2.51650, -8.39553, 0.41354], [-2.26932, -7.20404, 1.18668], [1.14018, -11.34903, 3.61443], [0.00050, -10.10866, 4.22986], [1.30498, -9.65827, 3.11297], [-0.93299, -11.44931, 2.35184], [0.39615, -10.97064, 1.25646], [-2.50686, -7.49837, 2.20897], [-3.07032, -6.48669, 1.00809], [-1.26027, -6.81025, 1.06484], [4.68413, 2.07416, 4.57983], [4.88530, 1.85395, 6.07672], [3.67823, 1.65613, 6.77119], [3.08042, 2.66729, 7.38324], [3.58014, 3.84502, 7.40882], [2.04686, 2.20034, 8.08205], [1.34223, 3.11146, 8.98989], [4.61536, 1.09863, 4.09846], [5.48521, 2.53994, 4.00589], [3.81840, 2.72371, 4.45056], [5.45058, 2.71019, 6.44470], [5.45521, 0.95951, 6.32827], [0.37092, 2.67943, 9.23076], [1.15938, 4.04746, 8.46208], [1.87317, 3.57184, 9.82311], [3.35378, 12.55573, 2.42775], [2.58092, 11.69347, 3.47303], [2.24889, 10.53508, 2.88950], [1.45163, 9.67727, 3.61803], [0.97738, 9.91473, 4.75192], [1.37928, 8.51343, 2.90368], [0.56487, 7.44044, 3.41859], [4.32061, 12.10967, 2.19457], [3.53415, 13.57359, 2.77345], [2.76981, 12.73247, 1.52450], [1.69380, 12.30864, 3.62362], [3.14753, 11.37611, 4.34843], [1.04553, 7.05348, 4.31710], [0.63796, 6.65555, 2.66579], [-0.47128, 7.61865, 3.70619], [-6.00097, 4.67088, -5.55678], [-5.35650, 3.28121, -5.66554], [-4.47273, 3.24537, -4.58201], [-5.08245, 2.96456, -3.33050], [-6.24295, 2.67253, -3.08584], [-4.16763, 3.17638, -2.46484], [-4.36043, 2.81454, -1.11559], [-5.28089, 5.47536, -5.40709], [-6.84265, 4.59441, -4.86843], [-6.44311, 4.90783, -6.52448], [-4.81502, 3.40823, -6.60297], [-6.05175, 2.44173, -5.66818], [-4.93978, 3.56039, -0.57141], [-3.37434, 2.82347, -0.65120], [-4.76148, 1.80991, -0.98152], [4.30128, -3.24131, -7.61706], [2.93483, -3.45129, -6.87212], [3.02389, -4.58823, -6.07517], [3.55031, -4.59091, -4.84524], [3.95323, -3.61503, -4.23384], [3.42087, -5.81273, -4.36418], [4.05423, -6.06177, -3.13935], [4.35361, -4.07719, -8.31466], [5.17274, -3.14977, -6.96876], [4.14194, -2.36931, -8.25134], [2.11633, -3.61270, -7.57361], [2.68771, -2.60635, -6.22937], [5.12179, -6.22777, -3.28378], [3.48907, -6.83946, -2.62561], [4.02756, -5.14726, -2.54686], [0.75294, 0.65475, 0.93344], [0.59659, -0.13845, 0.01093], [0.19541, 0.18995, -1.23137], [0.24461, -0.98981, -2.14041], [0.35133, -2.14716, -1.10308], [0.62431, -1.44229, 0.13490], [-0.64822, -1.22691, -2.71897], [1.07905, -0.98928, -2.84171], [1.27700, -2.64332, -1.39478], [-0.57866, -2.71509, -1.07721], [-4.21046, -3.86038, -3.96234], [-5.81156, -3.91409, -3.25453], [-6.47093, -2.55350, -3.51291], [-7.02205, -2.45264, -5.18883], [-5.63457, -3.99007, -2.18168], [-6.25507, -4.85915, -3.56798], [-5.72620, -1.79706, -3.26539], [-7.36494, -2.30228, -2.94218]], "forces_ev_per_a": [[0.31, 0.72, -1.12], [0.08, -1.53, 0.89], [-2.81, 1.72, -1.52], [0.65, -1.76, -1.39], [0.68, 3.69, 2.27], [1.04, -1.69, 0.32], [-0.71, -0.95, 1.17], [-0.09, 0.03, 0.03], [-0.12, -0.12, -0.16], [0.26, 0.07, 0.47], [-0.26, -0.06, -0.57], [0.10, -0.25, 0.16], [0.76, 0.25, 0.35], [0.30, -0.03, -0.88], [-0.21, -0.06, -0.02], [-0.14, -0.70, -0.13], [1.67, 0.82, -0.51], [-1.43, -0.33, 0.18], [2.85, 3.94, 0.91], [-2.55, -3.97, -0.04], [-0.20, 0.60, 0.72], [-0.10, 1.38, -1.48], [-0.82, 0.09, -0.17], [0.41, 0.28, 0.73], [-0.18, -0.36, -0.23], [-0.34, 0.02, 0.51], [0.06, 0.00, -0.36], [0.51, -0.30, 0.12], [-0.35, -0.15, -0.61], [0.61, -1.30, 0.34], [0.31, -0.31, 0.65], [0.97, 3.41, -0.07], [-2.41, -4.60, -1.25], [-0.08, 0.17, 1.82], [1.33, -0.84, -3.80], [-0.81, 1.58, 0.73], [0.92, -0.70, 0.61], [-0.07, 0.00, -0.24], [0.09, -0.12, 0.54], [-0.10, -0.59, -0.05], [-0.15, -0.24, 1.07], [0.05, 1.21, 0.45], [0.07, 0.02, 0.08], [-0.19, 0.24, -0.04], [0.08, 0.78, -0.49], [-1.57, -0.73, -1.10], [-0.53, 2.38, -0.51], [-0.31, -1.74, 2.68], [-1.66, 0.45, -2.32], [1.53, 0.05, -1.04], [2.11, 0.14, 1.03], [0.32, -0.01, 1.11], [0.03, -0.34, 0.58], [0.31, 0.66, 0.38], [-0.26, 0.02, -0.16], [0.62, -1.09, 0.24], [0.01, 0.15, -0.09], [-0.36, -0.12, -0.26], [0.07, 0.00, -0.26], [-0.29, 0.16, -0.29], [-2.12, -0.10, -0.33], [1.69, 1.42, 0.00], [-0.13, -2.03, 0.79], [-0.67, 1.88, -0.02], [-0.07, -0.90, -0.80], [-0.10, -0.51, -0.87], [0.30, 0.90, 1.14], [0.56, -0.13, 0.15], [-0.26, -0.01, -0.04], [0.45, 0.26, 0.11], [0.17, -0.11, 0.02], [0.04, 0.21, -0.10], [-0.11, -0.67, -0.05], [0.44, -0.14, -0.23], [-0.22, -0.06, 0.23], [-0.06, -1.71, -2.33], [-0.91, 2.18, 1.63], [0.09, -0.26, -2.14], [-0.37, -0.48, 1.69], [1.25, 1.82, -0.64], [0.21, -2.25, 0.29], [-0.33, 1.22, 0.11], [0.18, 0.60, 0.40], [-0.48, -0.94, 0.51], [0.44, -0.20, 0.46], [1.00, -0.18, -0.52], [-0.17, 0.49, 1.17], [-0.36, -0.59, 0.15], [0.14, 0.28, -0.50], [-0.14, -0.03, 0.08], [-0.54, 0.57, -0.28], [-0.05, 0.08, -0.43], [0.14, -0.59, 0.34]], "orbital_gap_ha": 0.3827, "e_lumo_ev": -0.06, "e_tot_ha": -3255.998167}

---

Question: Number 1 is which compound?
Answer: C25H47IrN4OS4